Version 1
Density functional theory data (wB97M-V/def2-TZVPD) for 11 unconnected molecules or ions with the total composition C15H52N6O11.

Summary:
- LUMO level: 0.17 eV
- Structure (SMILES): NC(N)=O.NC(N)=O.NC(N)=O.CCO.CCO.CCO.CCO.CO.CO.CO.CO

Last column: Löwdin charge in e.
Cartesian coordinates (Å):
N (17.4140, 12.3000, -6.5490)  0.18
C (17.4820, 11.5460, -5.4860)  -0.65
N (17.7090, 12.2650, -4.4300)  0.13
O (17.2670, 10.1950, -5.5130)  -0.12
H (17.2600, 11.8820, -7.4720)  0.08
H (17.6000, 13.3270, -6.5540)  0.05
H (17.5720, 11.7350, -3.5290)  0.14
H (17.5070, 13.2870, -4.4320)  0.03
N (15.0900, 8.9660, -9.9880)  0.17
C (16.0690, 9.8370, -9.8980)  -0.66
N (16.7500, 10.0270, -10.9340)  0.19
O (16.2440, 10.6460, -8.8170)  -0.10
H (14.6490, 8.7960, -9.0820)  0.12
H (14.9800, 8.1530, -10.6230)  0.13
H (17.5740, 10.5770, -10.7460)  0.07
H (16.7600, 9.5320, -11.8420)  0.11
N (17.1840, 14.9030, -4.5220)  0.12
C (16.9430, 15.1120, -5.7700)  -0.60
N (18.0320, 14.9860, -6.4560)  0.17
O (15.7080, 15.4630, -6.3330)  -0.09
H (16.4090, 14.9160, -3.8300)  0.17
H (18.0050, 15.1590, -3.9980)  0.14
H (18.0470, 15.2070, -7.4860)  0.10
H (18.9020, 14.8000, -6.0790)  0.11
C (21.1140, 8.2000, -11.1350)  -0.10
C (21.2610, 6.8300, -11.7450)  -0.33
O (22.6520, 6.6030, -11.8250)  -0.07
H (21.6600, 8.3880, -10.2060)  0.08
H (20.0590, 8.3220, -10.8120)  0.06
H (21.3630, 8.9600, -11.9080)  0.09
H (20.7740, 6.7580, -12.7490)  0.11
H (20.8080, 6.0940, -11.0760)  0.11
H (22.9380, 5.7350, -12.0590)  0.07
C (18.4590, 10.2040, -13.9580)  -0.08
C (18.4010, 8.7020, -13.9290)  -0.32
O (17.0830, 8.3830, -13.5440)  -0.09
H (18.1490, 10.6520, -13.0010)  0.05
H (17.9230, 10.4850, -14.8470)  0.08
H (19.5070, 10.5150, -13.9790)  0.09
H (19.1330, 8.4060, -13.1570)  0.09
H (18.6800, 8.2990, -14.9100)  0.12
H (17.0750, 7.4920, -13.1740)  0.09
C (16.4570, 13.3010, -13.1000)  -0.10
C (15.2770, 12.3890, -13.0890)  -0.31
O (14.1250, 13.0980, -13.5440)  -0.05
H (16.8290, 13.4840, -14.0970)  0.07
H (17.3030, 12.8410, -12.6010)  0.05
H (16.2750, 14.2670, -12.6960)  0.07
H (15.3160, 12.1050, -12.0370)  0.10
H (15.4080, 11.5520, -13.7440)  0.10
H (14.0320, 12.9170, -14.4610)  0.06
C (20.0960, 12.9800, -8.9820)  -0.04
C (19.8120, 12.5250, -10.4450)  -0.25
O (19.2510, 11.2230, -10.4110)  -0.14
H (20.5790, 13.9460, -8.9800)  0.07
H (20.6460, 12.2540, -8.4210)  0.03
H (19.1270, 13.0320, -8.4490)  0.06
H (20.6610, 12.3440, -11.1160)  0.11
H (19.1500, 13.1920, -11.0350)  0.11
H (19.8240, 10.6900, -9.8480)  0.04
C (17.3030, 16.8500, -8.9140)  -0.19
O (17.9870, 15.7110, -9.1320)  -0.12
H (16.3110, 16.6660, -8.5950)  0.06
H (17.3520, 17.4240, -9.8350)  0.09
H (17.7040, 17.4750, -8.1380)  0.08
H (17.5120, 14.9950, -9.5340)  0.04
C (18.9680, 8.7820, -8.4450)  -0.12
O (20.1220, 9.6440, -8.3300)  -0.16
H (18.3490, 8.8430, -9.3400)  0.05
H (18.2570, 8.9670, -7.6450)  0.07
H (19.3360, 7.7430, -8.3110)  0.09
H (20.3240, 9.7290, -7.3760)  0.06
C (15.3560, 13.8510, -9.0520)  -0.13
O (16.5870, 13.4790, -9.6610)  -0.15
H (14.5380, 13.1950, -9.4020)  0.09
H (15.0500, 14.9170, -9.2050)  0.10
H (15.3270, 13.7150, -8.0020)  0.04
H (16.6850, 12.5350, -9.5040)  0.03
C (22.3320, 10.8670, -6.2850)  -0.13
O (21.0400, 10.5410, -5.7670)  -0.13
H (22.2160, 11.6830, -7.0050)  0.07
H (22.8120, 10.0200, -6.8100)  0.10
H (22.8890, 11.1900, -5.4550)  0.06
H (20.7900, 11.3250, -5.2490)  0.09


Version 2
Density functional theory data (wB97M-V/def2-TZVPD) for 11 unconnected molecules or ions with the total composition C15H52N6O11.

Summary:
- LUMO level: 0.52 eV
- Structure (SMILES): NC(N)=O.NC(N)=O.NC(N)=O.CCO.CCO.CCO.CCO.CO.CO.CO.CO

Last column: Löwdin charge in e.
Cartesian coordinates (Å):
N (-1.8088, -4.4588, -2.7291)  0.15
C (-0.7108, -3.7983, -2.1211)  -0.62
N (-0.3647, -2.6621, -2.7182)  0.16
O (-0.1101, -4.1928, -1.1004)  -0.04
H (-1.7570, -5.4639, -2.5938)  0.09
H (-2.0700, -4.0113, -3.6227)  0.10
H (0.1030, -1.9141, -2.1289)  0.09
H (-0.9250, -2.3404, -3.5105)  0.11
N (1.3011, 1.7376, -0.5466)  0.16
C (1.2968, 0.4305, -0.6304)  -0.63
N (2.2287, -0.2201, 0.2215)  0.18
O (0.5746, -0.1855, -1.4445)  -0.03
H (0.6114, 2.1363, -1.1926)  0.10
H (1.2208, 2.1496, 0.4088)  0.10
H (2.1205, -1.2265, 0.3583)  0.07
H (2.8586, 0.2609, 0.8601)  0.06
N (-2.5371, -1.6058, 0.9995)  0.16
C (-1.2635, -1.3498, 1.5004)  -0.59
N (-0.4552, -2.4566, 1.7137)  0.17
O (-0.8487, -0.2040, 1.7315)  0.00
H (-3.0401, -0.8509, 0.5861)  0.08
H (-2.8749, -2.5720, 0.8248)  0.12
H (-0.4002, -3.1959, 0.9977)  0.09
H (0.3561, -2.2984, 2.2342)  0.05
C (-5.6540, 8.0810, -2.4896)  -0.10
C (-4.2131, 7.6104, -2.3987)  -0.35
O (-4.1577, 6.6192, -1.4082)  -0.07
H (-5.9882, 8.6080, -1.6116)  0.07
H (-6.1887, 7.1345, -2.7309)  0.08
H (-5.9589, 8.7132, -3.3295)  0.07
H (-3.6519, 8.4762, -2.1057)  0.09
H (-3.8034, 7.2623, -3.4017)  0.13
H (-3.2813, 6.3814, -1.1434)  0.07
C (-0.8386, 3.2967, 1.9839)  -0.08
C (0.4233, 2.9856, 2.8569)  -0.26
O (0.9765, 1.7312, 2.4592)  -0.15
H (-1.6666, 2.7217, 2.3955)  0.07
H (-0.7693, 2.9080, 0.9661)  0.05
H (-1.0889, 4.3697, 1.9903)  0.08
H (0.1083, 2.9527, 3.9692)  0.14
H (1.2115, 3.7412, 2.7102)  0.11
H (0.2820, 1.0550, 2.4330)  0.05
C (-2.0921, 3.2606, -2.6774)  -0.08
C (-3.3392, 2.4188, -2.2684)  -0.28
O (-3.1214, 2.0005, -0.8895)  -0.12
H (-1.8663, 3.9162, -1.8265)  0.07
H (-2.4309, 3.7872, -3.5846)  0.07
H (-1.2123, 2.5756, -2.8556)  0.08
H (-3.5595, 1.6000, -2.8891)  0.08
H (-4.2252, 3.1221, -2.2978)  0.12
H (-2.2322, 1.5765, -0.8525)  0.07
C (0.1185, -7.8229, 1.3349)  -0.08
C (-0.3553, -7.9284, -0.0978)  -0.35
O (-1.0463, -6.8456, -0.6205)  -0.08
H (0.8122, -8.6092, 1.6755)  0.08
H (-0.6944, -7.7310, 2.1326)  0.10
H (0.7482, -6.9499, 1.4971)  0.05
H (-0.9733, -8.8062, -0.3035)  0.12
H (0.4780, -8.1896, -0.6724)  0.08
H (-0.5794, -6.0080, -0.4377)  0.04
C (3.2999, -5.4369, -0.5051)  -0.09
O (2.2197, -5.1506, 0.4345)  -0.17
H (3.0370, -4.8416, -1.4149)  0.11
H (4.1958, -5.1782, -0.0166)  0.05
H (3.4002, -6.4609, -0.7525)  0.06
H (1.3599, -5.2468, -0.0478)  0.05
C (2.6602, 4.6872, -0.8307)  -0.15
O (1.2891, 5.0456, -0.6632)  -0.16
H (3.1038, 5.4665, -1.5073)  0.09
H (3.1148, 4.7301, 0.1318)  0.07
H (2.6991, 3.6782, -1.2110)  0.05
H (1.0982, 5.2275, 0.2824)  0.07
C (3.9318, -2.7573, 2.1166)  -0.11
O (2.5455, -2.5770, 1.7540)  -0.19
H (4.2458, -3.7072, 1.7219)  0.06
H (4.5180, -1.8719, 1.7542)  0.09
H (4.0772, -2.6415, 3.2059)  0.08
H (2.2716, -3.3316, 1.1934)  0.05
C (4.1128, 1.4280, 3.7179)  -0.13
O (3.7082, 1.4234, 2.3081)  -0.17
H (5.1688, 1.0629, 3.8640)  0.09
H (4.0625, 2.4823, 4.0788)  0.08
H (3.4621, 0.8940, 4.3920)  0.07
H (2.7428, 1.3541, 2.3842)  0.01


Most stable structure - version 2; separation to the second - 84.0 kcal/mol.


Version 1
Density functional theory data (wB97M-V/def2-TZVPD) for a molecular structure, C29H26BCl7N11O3Ta.

Summary:
- 2S+1: 2
- LUMO level (alpha / beta): -3.28 / -4.27 eV
- Total charge: +1
- Expectation value of S²: 0.761

Last column: Löwdin charge in e.
Cartesian coordinates (Å):
Ta (-0.8927, 0.6195, 0.1898)  1.74
C (-0.4726, 0.1373, -3.6948)  -0.01
C (0.5946, 0.7135, -2.8322)  -0.32
C (1.8320, 1.2498, -3.1776)  -0.01
C (2.3992, 1.7247, -1.9918)  -0.02
N (1.5370, 1.4425, -1.0179)  -0.26
N (0.4757, 0.8082, -1.4949)  -0.09
B (1.5837, -1.8514, -0.7859)  -0.46
N (1.8017, -1.8467, 0.6183)  0.02
C (2.8878, -1.4893, 1.3882)  -0.05
C (2.6715, -1.9526, 2.6384)  0.00
C (1.4082, -2.6235, 2.5807)  -0.33
C (0.7216, -3.3539, 3.6825)  0.00
N (0.8843, -2.5495, 1.3863)  0.14
N (0.1959, -2.1206, -1.2584)  0.01
C (-0.1804, -3.2340, -1.9175)  -0.03
C (-1.5455, -3.2758, -1.9695)  0.02
C (-1.9774, -2.1305, -1.2908)  -0.33
C (-3.3929, -1.7427, -1.0545)  -0.07
N (-0.9228, -1.4266, -0.8621)  -0.04
N (2.6144, -1.7479, -1.7684)  0.03
C (2.5290, -1.8760, -3.1384)  -0.07
C (3.7845, -1.8097, -3.6379)  0.01
C (4.6285, -1.6220, -2.4988)  -0.33
C (6.1110, -1.4815, -2.4795)  -0.02
N (3.9286, -1.5889, -1.3938)  0.15
H (-0.3383, 0.4762, -4.7201)  0.09
H (-1.4564, 0.4495, -3.3419)  0.07
H (-0.4514, -0.9557, -3.6934)  0.07
H (2.2587, 1.3082, -4.1639)  0.12
H (3.3108, 2.2627, -1.7943)  0.13
H (3.7154, -0.9604, 0.9506)  0.11
H (3.3141, -1.8423, 3.4957)  0.12
H (1.3081, -4.2223, 3.9847)  0.09
H (-0.2607, -3.6939, 3.3588)  0.08
H (0.6085, -2.7135, 4.5594)  0.08
H (0.5606, -3.9316, -2.2741)  0.15
H (-2.1648, -4.0311, -2.4203)  0.12
H (-3.9896, -1.9837, -1.9330)  0.09
H (-3.5004, -0.6824, -0.8474)  -0.01
H (-3.7996, -2.3146, -0.2180)  0.08
H (1.5814, -2.0007, -3.6355)  0.11
H (4.0829, -1.8855, -4.6697)  0.11
H (6.5842, -2.3672, -2.9042)  0.09
H (6.4628, -1.3526, -1.4586)  0.08
H (6.4268, -0.6241, -3.0746)  0.08
Cl (-1.8347, -1.0967, 7.1952)  0.72
C (-1.2430, -0.6722, 5.6428)  -0.71
C (-1.9483, -1.0502, 4.5030)  -0.70
Cl (-3.4066, -1.9437, 4.6120)  0.73
C (-1.4376, -0.7053, 3.2656)  -0.55
Cl (-2.2543, -1.1377, 1.7960)  0.86
C (-0.2487, -0.0035, 3.0958)  -0.48
O (0.1862, 0.2930, 1.8902)  -0.34
C (0.4322, 0.3900, 4.2496)  -0.60
Cl (1.8717, 1.3086, 4.0557)  0.75
C (-0.0548, 0.0529, 5.5086)  -0.69
Cl (0.8129, 0.5307, 6.9065)  0.73
N (1.2140, 1.9038, 0.2606)  -0.07
N (-0.9631, 3.9062, 1.8421)  0.01
C (-1.7834, 2.8742, 2.3243)  -0.76
O (-2.4343, 3.0680, 3.3237)  0.12
O (-1.8436, 1.7900, 1.5788)  -0.27
H (1.8518, 1.4659, 0.9227)  0.03
H (-0.4080, 3.7085, -1.3818)  0.05
H (-0.0475, 4.8051, 0.1311)  0.09
Cl (-0.7289, 3.6868, -0.0154)  1.05
C (-2.4737, 3.7849, -0.4910)  -0.33
C (-3.1383, 4.9852, -0.4237)  -0.05
C (-4.4419, 4.9827, -0.8881)  -0.05
C (-4.9895, 3.8106, -1.3952)  -0.08
C (-4.2707, 2.6297, -1.4264)  -0.58
Cl (-5.0206, 1.2063, -2.0474)  0.75
C (-2.9468, 2.5399, -0.9488)  -0.40
N (-2.1985, 1.4102, -0.8650)  -0.17
H (-2.6773, 5.8747, -0.0176)  0.13
H (-5.0275, 5.8897, -0.8577)  0.12
H (-6.0052, 3.8045, -1.7657)  0.12


Version 2
Density functional theory data (wB97M-V/def2-TZVPD) for a molecular structure, C29H26BCl7N11O3Ta.

Summary:
- 2S+1: 2
- LUMO level (alpha / beta): -3.76 / -4.37 eV
- Total charge: +1
- Expectation value of S²: 0.830

Last column: Löwdin charge in e.
Cartesian coordinates (Å):
Ta (-0.6428, -0.1668, 0.1351)  1.65
C (-1.9983, -1.5609, 3.5740)  -0.01
C (-0.5581, -1.2742, 3.3116)  -0.30
C (0.5047, -1.3278, 4.2215)  0.02
C (1.6200, -0.9341, 3.5149)  -0.02
N (1.2500, -0.6542, 2.2567)  0.02
N (-0.0918, -0.8813, 2.1265)  -0.08
B (2.0559, -0.1472, 1.0101)  -0.59
N (2.1177, -1.2714, -0.0147)  0.00
C (3.1534, -1.9357, -0.5447)  -0.02
C (2.6695, -3.1031, -1.0704)  0.01
C (1.2903, -3.1100, -0.8034)  -0.27
C (0.4569, -4.3234, -1.0644)  -0.01
N (0.9521, -1.9670, -0.1774)  0.01
N (1.0649, 1.0686, 0.2820)  -0.12
C (1.6731, 2.2156, -0.2223)  -0.05
C (1.2141, 3.2967, 0.4518)  0.03
C (0.2801, 2.8192, 1.4214)  -0.31
C (-0.3228, 3.5530, 2.5612)  -0.06
N (0.1180, 1.5298, 1.2709)  -0.02
N (3.4190, 0.3877, 1.3318)  0.00
C (4.4255, -0.3366, 1.9025)  -0.09
C (5.5817, 0.3785, 1.7879)  0.00
C (5.2058, 1.5612, 1.1064)  -0.33
C (6.0887, 2.6877, 0.6829)  -0.02
N (3.9159, 1.5496, 0.8345)  0.12
H (-2.1224, -2.6024, 3.8693)  0.09
H (-2.6166, -1.3756, 2.6939)  0.05
H (-2.3606, -0.9268, 4.3818)  0.10
H (0.4560, -1.6231, 5.2548)  0.12
H (2.6416, -0.8341, 3.8391)  0.12
H (4.1502, -1.5272, -0.5175)  0.14
H (3.2240, -3.8827, -1.5637)  0.12
H (0.4435, -4.5563, -2.1286)  0.09
H (-0.5578, -4.2410, -0.7114)  0.04
H (0.9175, -5.1601, -0.5379)  0.10
H (2.3161, 2.1597, -1.0816)  0.13
H (1.5107, 4.3216, 0.3046)  0.12
H (0.3793, 3.4811, 3.3960)  0.10
H (-1.2621, 3.1037, 2.8725)  0.07
H (-0.4617, 4.6057, 2.3308)  0.07
H (4.2477, -1.3122, 2.3272)  0.13
H (6.5618, 0.1064, 2.1403)  0.11
H (6.7680, 2.9594, 1.4898)  0.08
H (5.4984, 3.5569, 0.4016)  0.08
H (6.6962, 2.3889, -0.1725)  0.08
Cl (-4.4390, 4.8090, -4.3224)  0.71
C (-3.7835, 3.7744, -3.1233)  -0.71
C (-3.6039, 2.4191, -3.3843)  -0.70
Cl (-4.0719, 1.7542, -4.8937)  0.72
C (-3.0504, 1.5972, -2.4121)  -0.56
Cl (-2.9584, -0.0969, -2.6448)  0.87
C (-2.6223, 2.0767, -1.1587)  -0.41
O (-2.0337, 1.3220, -0.2240)  -0.30
C (-2.9217, 3.4204, -0.8940)  -0.59
Cl (-2.6804, 4.0146, 0.7009)  0.80
C (-3.4701, 4.2613, -1.8594)  -0.70
Cl (-3.7649, 5.9106, -1.4854)  0.71
N (-4.7850, 0.3861, 1.4525)  0.02
N (-4.8544, -0.4311, 0.3402)  -0.13
C (-1.5962, -2.8723, 0.7830)  -0.45
O (-1.2156, -3.6880, 1.5183)  0.18
O (-3.6141, -1.0920, 0.1339)  -0.49
H (-5.7067, 0.4294, 1.8646)  0.09
H (-4.4437, 1.3195, 1.2317)  0.06
H (-5.1276, -0.0314, -0.5528)  0.11
Cl (1.4627, -0.5676, -5.0948)  0.69
C (0.2227, -1.2604, -4.0809)  -0.65
C (-0.4928, -2.3623, -4.5390)  -0.10
C (-1.4540, -3.1768, -3.9508)  -0.10
C (-2.0384, -3.1906, -2.6733)  -0.16
C (-1.9130, -2.3739, -1.6043)  -0.45
Cl (-2.1999, -1.7785, -0.1936)  0.86
C (0.0823, -0.6197, -2.8787)  -0.24
N (-0.0402, -0.0102, -1.8945)  0.05
H (-0.2255, -2.6410, -5.5523)  0.11
H (-1.8088, -3.9738, -4.5906)  0.11
H (-2.7252, -4.0241, -2.4922)  0.13


Most stable structure - version 1; separation to the second - 225.0 kcal/mol.


Version 1
Density functional theory data (wB97M-V/def2-TZVPD) for 2 unconnected molecules or ions with the total composition CH6NPS.

Summary:
- LUMO level: 0.51 eV

Last column: Löwdin charge in e.
Cartesian coordinates (Å):
C (1.3909, 1.7409, 0.7914)  -0.49
N (-0.4332, -2.1535, 0.8393)  -0.38
P (0.5103, -0.9981, 0.0555)  0.45
S (-0.1842, 0.8362, 0.7279)  0.38
H (1.2830, 2.6619, 1.2984)  0.01
H (1.7093, 2.1745, -0.1641)  0.05
H (1.9243, 1.0442, 1.3051)  -0.11
H (-1.3283, -2.0691, 1.4012)  0.07
H (-0.5700, -2.8446, 0.0451)  0.02
H (2.0267, -0.7939, 1.3542)  0.00


Version 2
Density functional theory data (wB97M-V/def2-TZVPD) for a molecular structure, CH6NPS.

Summary:
- LUMO level: -0.06 eV

Last column: Löwdin charge in e.
Cartesian coordinates (Å):
C (-1.7235, 0.4149, -0.0697)  -0.45
N (1.7234, 0.0546, -0.3484)  -0.36
P (-1.1409, 1.3082, -1.3668)  0.51
S (0.9806, 1.4651, -1.2787)  0.35
H (-2.8198, 0.1730, 0.0428)  0.01
H (-1.1493, -0.1116, 0.6522)  -0.12
H (2.6441, -0.1255, -0.7669)  0.00
H (1.1161, -0.7566, -0.3759)  -0.03
H (0.3064, -1.5908, 1.8061)  0.07
H (0.0629, -0.8312, 1.7054)  0.02


Version 3
Density functional theory data (wB97M-V/def2-TZVPD) for 2 unconnected molecules or ions with the total composition CH6NPS.

Summary:
- LUMO level (alpha / beta): -1.20 / -1.18 eV

Last column: Löwdin charge in e.
Cartesian coordinates (Å):
C (1.8679, -0.8995, 0.0854)  -0.48
N (-1.9672, 0.3641, -0.6721)  0.02
P (0.5867, 1.9713, 0.8082)  0.24
S (1.7327, 0.8486, -0.4378)  0.22
H (2.9101, -1.0489, 0.2890)  0.00
H (1.6939, -1.5802, -0.8539)  0.07
H (1.2458, -1.1999, 0.9312)  0.03
H (-2.7545, 0.0772, -1.1976)  -0.01
H (-1.1106, 0.5686, -1.1887)  -0.03
H (-2.0896, 1.2075, -0.1922)  -0.05


Most stable structure - version 3; separation to the second - 2.4 kcal/mol.